1.
The following is a DFT calculation (ωB97M-V/def2-TZVPD) of BrClN2O2 as an isolated structure at a distorted geometry.

Geometry as ORCA input:
```
! RIJCOSX wB97M-V def2-TZVPD def2/J DEFGRID3
* xyz 0 1
N -1.0637 -0.3913 -0.7147
N 1.1633 0.4120 0.0336
O 1.8733 -0.4934 -0.0391
O 1.1748 1.4688 0.4858
Cl -0.9440 -1.8418 0.2403
Br -2.2037 0.8457 -0.0058
*
```

For the energy above the lowest of the compared OMol25 structures with the same formula, charge and spin, the calculation gives 18.52 kcal per mole.

***

2.
The following is a DFT calculation (ωB97M-V/def2-TZVPD) of a 2-piece molecular cluster, BrClN2O2 overall at a distorted geometry.

Geometry as ORCA input:
```
! RIJCOSX wB97M-V def2-TZVPD def2/J DEFGRID3
* xyz 0 3
N -1.4791 -0.5136 -0.7118
N 0.8365 0.1732 0.3625
O 1.8452 -0.1230 -0.1356
O 0.3982 0.6290 1.3115
Cl -1.3261 -1.8976 0.3938
Br -2.5145 0.8121 -0.2334
*
```

For the energy above the lowest of the compared OMol25 structures with the same formula, charge and spin, the calculation gives 3.15 kcal per mole.

***

3.
The following is a DFT calculation (ωB97M-V/def2-TZVPD) of a 2-piece molecular cluster, BrClO2S overall at a distorted geometry.

Geometry as ORCA input:
```
! RIJCOSX wB97M-V def2-TZVPD def2/J DEFGRID3
* xyz 0 3
O 0.2279 2.4839 0.6002
O 1.3667 0.3513 0.5858
S 1.1840 1.5888 -0.0710
Cl -1.8514 -2.7137 0.2245
Br -0.9272 -1.7102 -1.3396
*
```

For the energy above the lowest of the compared OMol25 structures with the same formula, charge and spin, the calculation gives 26.43 kcal per mole.

***

4.
The following is a DFT calculation (ωB97M-V/def2-TZVPD) of one molecule with the formula BrClO3S at a distorted geometry.

Geometry as ORCA input:
```
! RIJCOSX wB97M-V def2-TZVPD def2/J DEFGRID3
* xyz 0 1
O -0.7290 -0.8194 1.8207
S -0.4489 -0.4846 0.4779
O -0.1353 -1.4753 -0.4742
Br -2.2036 0.5193 -0.2641
O 0.6043 0.7614 0.5918
Cl 1.1671 1.4635 -0.8321
*
```

As for the SMILES: O=S(=O)(Br)OCl. For the energy above the lowest of the compared OMol25 structures with the same formula, charge and spin, the calculation gives 6.85 kcal per mole.

***

5.
The following is a DFT calculation (ωB97M-V/def2-TZVPD) of a 2-piece molecular cluster, BrF2N overall at a distorted geometry.

Geometry as ORCA input:
```
! RIJCOSX wB97M-V def2-TZVPD def2/J DEFGRID3
* xyz 0 1
N 0.3723 -0.3982 -0.1697
F -0.5614 -0.2660 -1.1269
F 0.7398 1.3573 -0.1231
Br -0.5507 -0.6932 1.4196
*
```

For the energy above the lowest of the compared OMol25 structures with the same formula, charge and spin, the calculation gives 18.59 kcal per mole.

***

6.
The following is a DFT calculation (ωB97M-V/def2-TZVPD) of BrH10LiO5 as an isolated structure at a distorted geometry.

Geometry as ORCA input:
```
! RIJCOSX wB97M-V def2-TZVPD def2/J DEFGRID3
* xyz 0 1
Li -0.5666 1.4259 -1.9464
Br -0.3818 0.4101 -0.4127
O -2.5826 -0.6299 0.5101
H -2.8325 -1.2209 -0.2001
H -1.7549 -0.2450 0.2220
O 1.5809 -0.9058 0.5157
H 2.0335 -0.4864 -0.2160
H 0.7079 -0.5132 0.5146
O 0.0943 1.8691 1.6205
H -0.6367 1.6037 2.1784
H 0.0181 1.3136 0.8446
O 2.0622 0.9951 -0.9472
H 2.2661 1.7187 -0.3547
H 1.1570 0.7629 -0.7399
O -0.3206 -2.2484 -0.2112
H -0.5801 -1.3279 -0.2508
H -0.2643 -2.5215 -1.1269
*
```

For the energy above the lowest of the compared OMol25 structures with the same formula, charge and spin, the calculation gives 194.98 kcal per mole.

***

7.
The following is a DFT calculation (ωB97M-V/def2-TZVPD) of a 7-piece molecular cluster, BrH13O6 overall at a distorted geometry.

Geometry as ORCA input:
```
! RIJCOSX wB97M-V def2-TZVPD def2/J DEFGRID3
* xyz 0 1
O 0.9916 -0.5448 -0.3840
H 0.5505 -1.1445 -1.0061
H 1.0319 0.4253 -0.8344
H 0.4370 -0.5554 0.3078
Br -0.7023 -1.4103 -2.9835
O 1.6139 1.4943 -1.7596
H 1.3438 2.1114 -2.4413
H 2.4344 1.1725 -1.9041
O 0.8625 2.3714 1.6953
H 0.8769 2.1425 2.6563
H 0.0469 2.0855 1.5542
O -0.5484 -3.7696 0.2766
H -1.3422 -3.4608 -0.1315
H -0.4331 -3.0387 0.8862
O -1.0990 1.6356 -0.0852
H -1.1832 2.4192 -0.8048
H -1.8337 1.0738 -0.1814
O -0.8281 -1.1594 1.4211
H -0.5590 -1.1157 2.2409
H -1.6605 -0.7325 1.4777
*
```

For the energy above the lowest of the compared OMol25 structures with the same formula, charge and spin, the calculation gives 12.82 kcal per mole.

***

8.
The following is a DFT calculation (ωB97M-V/def2-TZVPD) of a 10-piece molecular cluster, BrH19O9 overall at a distorted geometry.

Geometry as ORCA input:
```
! RIJCOSX wB97M-V def2-TZVPD def2/J DEFGRID3
* xyz 0 1
O -0.1254 -0.4112 -0.1391
H 0.2192 -0.8985 -0.9121
H -1.0806 -0.5165 -0.1402
H -0.1038 0.5645 -0.3008
Br -2.9981 0.4083 -2.1192
O 0.4327 -1.4729 -2.6914
H 0.3008 -1.1097 -3.5992
H 1.1764 -1.9856 -2.9043
O 1.6191 1.5552 1.5446
H 2.5109 1.5265 1.4604
H 1.7573 1.1641 2.5142
O 1.5681 0.8803 -2.0209
H 2.3563 1.5848 -2.1062
H 1.9055 0.2159 -2.6238
O -2.2757 -0.5593 0.7693
H -1.9104 -1.3490 0.5120
H -2.7651 -0.3650 -0.0662
O -1.3551 2.6207 2.2240
H -1.1812 2.6712 1.2985
H -2.2741 2.9540 2.3929
O 1.3630 -2.2637 1.6834
H 2.0489 -2.7841 1.3169
H 1.4633 -2.2530 2.6741
O -0.5675 2.3625 0.1559
H 0.1744 2.2074 0.7769
H -0.2207 2.9616 -0.5220
O -1.0181 -2.5026 0.3480
H -0.7924 -3.0357 -0.3425
H -0.2276 -2.1699 0.8171
*
```

***

Number 1: calculated total energy -89633.319 eV. Number 2: calculated total energy -89632.929 eV. Number 3: calculated total energy -97490.518 eV. Number 4: calculated total energy -99539.976 eV. Number 5: calculated total energy -76961.825 eV. Number 6: calculated total energy -80640.880 eV. Number 7: calculated total energy -82536.765 eV. Number 8: calculated total energy -88774.941 eV.